Below is 3 unconnected molecules or ions with the total composition C17H17BO9S, with properties calculated with ωB97M-V/def2-TZVPD.

XYZ file:
```
45
C17H17BO9S, DFT ωB97M-V/def2-TZVPD
C 0.9328 -1.5893 -1.0136
C 0.3099 -1.0975 0.4212
O -1.1586 -1.1104 0.5036
B -1.7858 -0.1577 -0.4326
O -1.2505 1.1518 -0.8530
C -3.2869 -0.5840 -1.0418
O -4.3774 -0.0813 -0.1418
C -5.4081 -1.1489 0.0576
O -6.3996 -1.2043 0.9519
O -5.0281 -2.1776 -0.9548
C -3.5403 -2.1846 -0.7938
S -2.5503 -3.4356 -1.7953
H 2.0897 -1.8188 -0.8309
H 0.9226 -0.7544 -1.8584
H 0.4815 -2.6112 -1.4119
H 0.6925 -1.8753 1.2419
H 0.8096 -0.0641 0.6847
H -1.9128 1.8764 -0.5717
H -3.5423 -0.2197 -2.1445
H -3.4445 -2.3729 0.3592
H -2.1644 -4.4058 -0.8159
O 1.2703 6.0309 -4.2897
C 0.4100 5.4903 -3.6085
C 0.7451 4.8318 -2.3305
C -0.1952 4.2395 -1.5879
C -1.6091 4.2197 -2.0125
O -2.4694 3.6791 -1.3312
C -1.9442 4.8782 -3.2905
C -1.0039 5.4704 -4.0330
H 1.7865 4.8555 -2.0324
H 0.0338 3.7514 -0.6485
H -2.9856 4.8544 -3.5885
H -1.2329 5.9586 -4.9725
O 3.6183 -1.1062 1.5712
C 3.7489 -1.8393 2.5418
C 4.4605 -3.1286 2.4389
C 4.6008 -3.9299 3.4994
C 4.0520 -3.5598 4.8191
O 4.1826 -4.2929 5.7897
C 3.3404 -2.2705 4.9220
C 3.2001 -1.4692 3.8615
H 4.8579 -3.3855 1.4643
H 5.1192 -4.8791 3.4410
H 2.9430 -2.0136 5.8966
H 2.6817 -0.5200 3.9199
```

The value obtained for the highest occupied orbital energy is -9.9596 eV. The value obtained for the calculated total energy is -47839.379 eV. As for the spin multiplicity: 1. The HOMO-LUMO gap is 8.053 eV. Its SMILES is CCOB(O)[C@@H]1OC(=O)O[C@H]1S.O=C1C=CC(=O)C=C1.O=C1C=CC(=O)C=C1.